Arrangement a

Here is a 2-piece molecular cluster, CH9N4 overall from the Open Molecules 2025 dataset. Energies are from ωB97M-V/def2-TZVPD.

Summary:
Orbital gap ... 10.1 eV
Net charge ... +1
Molecular weight ... 77.11 g mol⁻¹
E_LUMO ... -3.62 eV

CARTESIAN COORDINATES (ANGSTROEM)
N1 -2.5946 -1.2571 -0.7545
H1 -3.0066 -1.0084 0.1363
H2 -3.2734 -0.8156 -1.3656
H3 -1.6627 -0.7330 -0.9094
N2 -0.1219 1.0152 0.1371
C1 1.0616 0.4550 0.3326
N3 1.9644 0.3985 -0.6808
N4 1.3756 -0.1098 1.5266
H4 -0.4226 1.1025 -0.8414
H5 -0.8915 0.8107 0.7849
H6 1.9367 1.0025 -1.4666
H7 2.9312 0.1680 -0.4269
H8 2.1072 -0.7885 1.4137
H9 0.5967 -0.2402 2.1139

=====

Arrangement b

Here is CH9N4 as an isolated structure from the Open Molecules 2025 dataset. Energies are from ωB97M-V/def2-TZVPD.

Summary:
Orbital gap ... 10.1 eV
Net charge ... +1
Molecular weight ... 77.11 g mol⁻¹
E_LUMO ... -3.07 eV

CARTESIAN COORDINATES (ANGSTROEM)
C1 0.2182 0.1986 0.5897
N1 -0.7953 0.3794 -0.1339
N2 -1.6392 -1.0596 -2.1428
N3 0.9329 0.8529 1.4915
N4 2.3446 0.6494 1.8314
H1 0.9303 -1.1576 0.7082
H2 -1.1969 1.3644 -0.1147
H3 -1.1577 -0.3982 -1.1476
H4 -2.6290 -1.2394 -1.9367
H5 -1.5603 -0.3461 -2.9909
H6 0.8660 1.9457 1.6800
H7 -1.2416 -1.9121 -2.4707
H8 2.4437 1.0046 2.8120
H9 2.4843 -0.2819 1.8244

=====

Most stable pick: arrangement a. Distance to second place: 86.2 kcal/mol.